i:
An isolated molecule of C4H4F2, computed with ωB97M-V/def2-TZVPD.

Geometry as ORCA input:
```
! wB97M-V def2-TZVPD RIJCOSX def2/J DEFGRID3
* xyz 0 1
C -1.623 0.977 0.003
C -0.749 -0.057 0.001
F -1.144 -1.311 -0.006
C 0.717 0.059 -0.007
C 1.592 -0.934 -0.005
F 1.144 1.340 -0.002
H -1.235 1.966 -0.002
H -2.704 0.763 -0.014
H 1.324 -1.947 0.035
H 2.677 -0.856 -0.004
*
```

Values from the calculation:
LUMO energy   0.63 eV
Structure (SMILES)   C=C(F)C(=C)F
Frontier orbital gap   9.98 eV
HOMO   -9.4 eV

---

ii:
An isolated molecule of C4H4F2, computed with ωB97M-V/def2-TZVPD.

Geometry as ORCA input:
```
! wB97M-V def2-TZVPD RIJCOSX def2/J DEFGRID3
* xyz 0 1
C -2.280 0.058 -0.114
C -1.109 -0.116 -0.287
C 0.343 -0.043 -0.020
C 0.725 1.411 -0.026
F 1.031 -0.840 -0.917
F 0.583 -0.592 1.213
H -3.222 -0.236 0.292
H -0.138 2.075 0.128
H 1.166 1.584 -0.992
H 1.594 1.609 0.594
*
```

Values from the calculation:
LUMO energy   0.96 eV
Structure (SMILES)   C#CC(C)(F)F
Frontier orbital gap   11.98 eV
HOMO   -11.0 eV

---

Energies relative to the most stable structure, in eV: i 0.000; ii 0.925.

---

i:
A cluster of 2 separate species, C6H7B in total, computed with ωB97M-V/def2-TZVPD.

Geometry as ORCA input:
```
! wB97M-V def2-TZVPD RIJCOSX def2/J DEFGRID3
* xyz 0 1
B -0.539 -1.255 -0.795
C 3.660 -0.205 0.782
C -2.259 1.222 1.288
C 2.587 0.067 0.242
C -2.057 0.349 0.511
C 1.317 0.647 -0.258
C -1.895 -0.663 -0.470
H -0.121 -2.151 -1.477
H 4.640 -0.464 0.869
H -2.599 1.810 2.155
H 1.154 0.818 -1.341
H 0.752 1.237 0.462
H -1.924 -0.056 -1.506
H -2.717 -1.355 -0.464
*
```

Values from the calculation:
LUMO energy (spin up / spin down)   0.03 / -0.12 eV
Frontier orbital gap (spin up / spin down)   7.57 / 7.25 eV
HOMO (spin up / spin down)   -7.5 / -7.4 eV

---

ii:
An isolated molecule of C6H7B, computed with ωB97M-V/def2-TZVPD.

Geometry as ORCA input:
```
! wB97M-V def2-TZVPD RIJCOSX def2/J DEFGRID3
* xyz 0 1
C -2.899 0.040 -0.508
C -1.835 -0.559 -0.294
C -0.491 -1.128 0.036
B 0.698 -0.085 -0.191
C 2.226 -0.563 -0.248
C 0.182 1.420 0.010
C -0.055 2.470 0.543
H -3.844 0.235 -0.793
H -0.283 -2.012 -0.467
H -0.739 -1.329 1.155
H 2.380 0.017 0.738
H 2.899 -0.157 -0.978
H 2.329 -1.592 -0.096
H -0.566 3.242 1.093
*
```

Values from the calculation:
LUMO energy   0.29 eV
Structure (SMILES)   C#CCB(C)C#C
Frontier orbital gap   9.81 eV
HOMO   -9.5 eV

---

Energies relative to the most stable structure, in eV: i 3.915; ii 0.000.

---

i:
A structure of composition C2H4ClI, computed with ωB97M-V/def2-TZVPD.

Geometry as ORCA input:
```
! wB97M-V def2-TZVPD RIJCOSX def2/J DEFGRID3
* xyz 0 1
C 0.594 -0.226 0.057
C -1.857 -0.206 0.250
Cl -2.409 -1.290 -0.933
I -2.266 -0.644 2.187
H 0.323 -0.559 -0.934
H 0.887 -1.018 0.626
H 0.858 0.806 0.029
H -1.856 0.892 0.179
*
```

Values from the calculation:
LUMO energy (spin up / spin down)   -0.17 / 0.06 eV
Frontier orbital gap (spin up / spin down)   8.29 / 8.23 eV
HOMO (spin up / spin down)   -8.5 / -8.2 eV

---

ii:
A structure of composition C2H4ClI, computed with ωB97M-V/def2-TZVPD.

Geometry as ORCA input:
```
! wB97M-V def2-TZVPD RIJCOSX def2/J DEFGRID3
* xyz 0 1
C 1.482 -0.327 0.086
C -2.493 0.705 -0.815
Cl -2.236 2.065 0.052
I -2.767 -1.091 0.228
H 1.785 0.656 0.240
H 1.459 -0.792 1.052
H 0.446 -0.416 -0.346
H 2.324 -0.800 -0.497
*
```

Values from the calculation:
LUMO energy   -1.21 eV
Frontier orbital gap   7.63 eV
HOMO   -8.8 eV

---

Energies relative to the most stable structure, in eV: i 0.249; ii 0.000.

---

i:
A cluster of 2 separate species, C4H6NO2 in total, computed with ωB97M-V/def2-TZVPD.

Geometry as ORCA input:
```
! wB97M-V def2-TZVPD RIJCOSX def2/J DEFGRID3
* xyz -1 1
C -1.500 0.653 -0.807
C -1.547 0.598 -2.142
C 0.094 -0.887 -0.183
N -0.445 0.245 0.016
H -2.278 1.171 -0.253
H -0.795 0.098 -2.736
H -2.312 1.140 -2.680
H 0.982 -1.152 0.384
H -0.476 -1.675 -0.701
O 1.267 -0.959 2.599
C 2.072 -0.053 2.268
O 2.752 0.034 1.228
H 2.185 0.786 3.007
*
```

Values from the calculation:
LUMO energy   3.76 eV
Frontier orbital gap   7.78 eV
HOMO   -4.0 eV

---

ii:
A cluster of 2 separate species, C4H6NO2 in total, computed with ωB97M-V/def2-TZVPD.

Geometry as ORCA input:
```
! wB97M-V def2-TZVPD RIJCOSX def2/J DEFGRID3
* xyz -1 1
C 1.510 1.345 0.123
C -2.423 0.332 0.038
C 1.103 -1.111 -0.500
C 1.004 0.091 0.537
N 1.957 2.361 -0.162
O -2.152 0.256 1.242
O -2.069 -0.312 -1.002
H 1.983 -1.112 -1.138
H 1.026 -2.129 0.044
H 0.137 -0.967 -1.109
H -0.127 0.131 0.625
H 1.313 -0.065 1.479
H -3.263 1.182 -0.180
*
```

Values from the calculation:
LUMO energy   4.03 eV
Frontier orbital gap   8.37 eV
HOMO   -4.3 eV

---

Energies relative to the most stable structure, in eV: i 1.096; ii 0.000.

---

i:
A cluster of 2 separate species, C3H4FNS in total, computed with ωB97M-V/def2-TZVPD.

Geometry as ORCA input:
```
! wB97M-V def2-TZVPD RIJCOSX def2/J DEFGRID3
* xyz 0 1
C 0.673 -1.623 -0.236
N -0.445 -1.023 -0.503
S -1.948 -1.225 0.132
H 1.451 -1.726 -0.927
H 0.745 -2.233 0.617
H -0.438 -0.336 -1.193
C 0.571 2.287 0.756
C -0.465 1.942 0.301
F -1.581 1.846 -0.270
H 1.436 2.090 1.325
*
```

Values from the calculation:
LUMO energy   -0.19 eV
Structure (SMILES)   C=[NH+][S-].C#CF
Frontier orbital gap   7.97 eV
HOMO   -8.2 eV

---

ii:
A structure of composition C3H4FNS, computed with ωB97M-V/def2-TZVPD.

Geometry as ORCA input:
```
! wB97M-V def2-TZVPD RIJCOSX def2/J DEFGRID3
* xyz 0 1
C 0.289 -0.206 -0.007
C -1.102 0.386 0.008
C -1.197 1.602 0.181
H 0.974 -2.223 -0.233
H -0.915 -1.726 -0.102
H -2.086 2.121 0.104
H -0.250 2.118 0.208
N 0.080 -1.522 0.379
F -1.941 -0.612 -0.252
S 1.953 0.324 -0.091
*
```

Values from the calculation:
LUMO energy   -0.43 eV
Frontier orbital gap   8.19 eV
HOMO   -8.6 eV

---

Energies relative to the most stable structure, in eV: i 1.448; ii 0.000.

---

i:
The ion C2H3N2S with charge +1, computed with ωB97M-V/def2-TZVPD.

Geometry as ORCA input:
```
! wB97M-V def2-TZVPD RIJCOSX def2/J DEFGRID3
* xyz 1 1
C 0.683 -1.089 0.144
C 0.821 0.201 -0.076
N -1.662 -1.019 -0.208
N -0.259 1.030 -0.073
S -1.749 0.434 0.060
H 1.813 0.592 -0.008
H 0.653 -2.139 -0.016
H -0.300 1.990 0.176
*
```

Values from the calculation:
LUMO energy (spin up / spin down)   -6.81 / -6.81 eV
Frontier orbital gap (spin up / spin down)   9.15 / 9.15 eV
HOMO (spin up / spin down)   -16.0 / -16.0 eV

---

ii:
The ion C2H3N2S with charge +1, computed with ωB97M-V/def2-TZVPD.

Geometry as ORCA input:
```
! wB97M-V def2-TZVPD RIJCOSX def2/J DEFGRID3
* xyz 1 1
N 0.718 2.117 0.394
C 0.711 1.085 -0.050
C 0.406 -0.273 -0.405
N -0.693 -0.535 0.533
S -2.030 -1.117 -0.045
H 0.128 -0.474 -1.424
H 1.289 -0.895 -0.331
H -0.528 0.091 1.328
*
```

Values from the calculation:
LUMO energy   -8.94 eV
Structure (SMILES)   N#CC[NH+]=S
Frontier orbital gap   7.72 eV
HOMO   -16.7 eV

---

Energies relative to the most stable structure, in eV: i 1.656; ii 0.000.

---

i:
An isolated molecule of C21H28N4O3S, computed with ωB97M-V/def2-TZVPD.

Geometry as ORCA input:
```
! wB97M-V def2-TZVPD RIJCOSX def2/J DEFGRID3
* xyz 0 1
C -0.648 0.891 4.880
C -0.059 0.692 3.490
C 0.619 -0.659 3.338
S -0.597 -2.024 3.468
C 0.528 -3.431 3.129
C -0.193 -4.587 2.444
C -0.893 -4.172 1.150
N 0.037 -3.610 0.201
C 0.084 -3.937 -1.096
O -0.598 -4.783 -1.632
C 1.138 -3.113 -1.867
N 0.837 -1.695 -1.861
N 0.225 -1.244 -2.974
C -0.129 -0.025 -3.107
C -0.807 0.376 -4.379
C -0.938 -0.791 -5.350
N 0.108 0.905 -2.111
C 0.767 0.482 -0.951
C 0.912 1.531 -0.086
C 0.325 2.655 -0.711
C 0.177 3.986 -0.273
O 0.677 4.269 0.956
C 0.535 5.579 1.450
C -0.456 4.874 -1.119
C -0.934 4.456 -2.363
C -0.808 3.161 -2.812
C -0.171 2.246 -1.974
C 1.151 -0.902 -0.792
O 1.697 -1.356 0.212
H 0.132 0.830 5.637
H -1.389 0.122 5.086
H -1.127 1.865 4.955
H 0.680 1.473 3.291
H -0.849 0.781 2.740
H 1.092 -0.749 2.359
H 1.363 -0.811 4.122
H 1.335 -3.043 2.508
H 0.944 -3.760 4.082
H -0.944 -4.996 3.121
H 0.540 -5.369 2.231
H -1.364 -5.036 0.675
H -1.667 -3.432 1.388
H 0.653 -2.876 0.534
H 1.145 -3.441 -2.906
H 2.118 -3.262 -1.406
H -0.230 1.181 -4.843
H -1.799 0.764 -4.134
H -1.501 -1.599 -4.894
H 0.042 -1.172 -5.618
H -1.450 -0.464 -6.252
H 1.381 1.503 0.875
H 1.056 6.305 0.818
H 0.988 5.571 2.440
H -0.519 5.862 1.536
H -0.596 5.905 -0.836
H -1.423 5.183 -2.994
H -1.198 2.892 -3.777
*
```

Values from the calculation:
LUMO energy   0.23 eV
Structure (SMILES)   CCCSCCCNC(=O)Cn1nc(CC)n2c(cc3c(OC)cccc32)c1=O
Frontier orbital gap   8.25 eV
HOMO   -8.0 eV

---

ii:
An isolated molecule of C21H28N4O3S, computed with ωB97M-V/def2-TZVPD.

Geometry as ORCA input:
```
! wB97M-V def2-TZVPD RIJCOSX def2/J DEFGRID3
* xyz 0 1
C 7.664 -2.351 1.265
C 6.728 -1.839 0.487
C 5.961 -0.594 0.799
N 4.546 -0.805 0.594
C 3.732 0.091 -0.010
S 4.351 1.497 -0.644
N 2.404 -0.187 -0.051
C 1.493 0.725 -0.709
C 1.238 0.272 -2.146
N 0.684 -1.066 -2.122
C 0.124 -1.541 -3.366
C -1.218 -2.264 -3.088
N -2.034 -1.370 -2.327
C -1.803 -1.284 -1.073
C -2.410 -0.263 -0.253
C -3.279 0.643 -0.810
O -3.590 0.616 -2.084
C -3.928 1.717 0.003
C -4.039 1.282 1.469
C -4.652 2.358 2.307
C -4.226 3.611 2.638
C -5.237 4.171 3.457
C -6.200 3.219 3.561
O -5.855 2.120 2.869
C -2.647 0.904 1.975
C -1.996 -0.184 1.142
O -1.141 -0.911 1.616
C 1.583 -1.990 -1.464
C 1.840 -1.521 -0.025
H 8.208 -3.239 0.994
H 7.936 -1.891 2.200
H 6.468 -2.311 -0.451
H 6.257 0.212 0.117
H 6.161 -0.264 1.826
H 4.134 -1.541 1.146
H 0.554 0.716 -0.150
H 1.923 1.726 -0.699
H 2.187 0.319 -2.707
H 0.518 0.945 -2.616
H 0.797 -2.226 -3.899
H -0.079 -0.685 -4.011
H -1.017 -3.197 -2.546
H -1.717 -2.490 -4.032
H -1.152 -1.982 -0.547
H -3.060 -0.150 -2.506
H -3.322 2.626 -0.063
H -4.906 1.944 -0.423
H -4.694 0.406 1.531
H -3.310 4.082 2.344
H -5.239 5.145 3.902
H -7.139 3.200 4.077
H -1.991 1.779 1.934
H -2.680 0.572 3.014
H 2.551 -2.061 -1.995
H 1.127 -2.982 -1.448
H 0.895 -1.470 0.525
H 2.495 -2.234 0.473
*
```

Values from the calculation:
LUMO energy   0.55 eV
Structure (SMILES)   C=CCNC(=S)N1CCN(CC/N=C/C2=C(O)C[C@H](c3ccco3)CC2=O)CC1
Frontier orbital gap   8.36 eV
HOMO   -7.8 eV

---

Energies relative to the most stable structure, in eV: i 0.000; ii 1.727.

---

i:
An isolated molecule of C4H3Cl2N, computed with ωB97M-V/def2-TZVPD.

Geometry as ORCA input:
```
! wB97M-V def2-TZVPD RIJCOSX def2/J DEFGRID3
* xyz 0 1
C -1.854 1.114 -0.052
C -1.696 -0.260 0.004
C 0.694 -0.078 -0.304
C 2.123 -0.090 0.016
N -0.386 -0.434 -0.040
Cl -3.460 1.699 -0.126
Cl -2.823 -1.565 0.018
H 2.374 0.799 0.643
H 2.754 -0.233 -0.957
H 2.275 -0.951 0.798
*
```

Values from the calculation:
LUMO energy   -0.65 eV
Frontier orbital gap   7.27 eV
HOMO   -7.9 eV

---

ii:
An isolated molecule of C4H3Cl2N, computed with ωB97M-V/def2-TZVPD.

Geometry as ORCA input:
```
! wB97M-V def2-TZVPD RIJCOSX def2/J DEFGRID3
* xyz 0 1
C 0.566 0.078 -0.042
C 2.728 0.604 -0.018
C -0.464 -0.765 0.146
C 0.340 1.519 -0.157
N 1.869 -0.244 -0.328
Cl 4.324 0.441 0.032
Cl -1.183 2.270 0.002
H -0.242 -1.877 0.101
H -1.370 -0.448 0.425
H 0.924 2.247 -0.651
*
```

Values from the calculation:
LUMO energy (spin up / spin down)   -1.03 / -0.60 eV
Frontier orbital gap (spin up / spin down)   7.08 / 8.31 eV
HOMO (spin up / spin down)   -8.1 / -8.9 eV

---

Energies relative to the most stable structure, in eV: i 0.447; ii 0.000.